No. 1
A single C5H14N2S molecule at a distorted geometry, computed with the ωB97M-V functional and the def2-TZVPD basis.

Computed properties:
SMILES ... CNCCNCCS
Frontier orbital gap ... 9.7 eV
E_HOMO ... -8.612 eV
Spin multiplicity ... 1

Each line ends with the natural charge from an NBO analysis.
Cartesian coordinates (Å):
1 C -4.0353 0.9636 1.6125  -0.41
2 N -3.1797 -0.1993 1.4624  -0.65
3 C -1.7553 0.0594 1.2974  -0.24
4 C -1.2436 -0.2584 -0.1027  -0.24
5 N 0.0214 -1.0272 -0.0806  -0.62
6 C 0.9877 -0.5991 -1.0878  -0.24
7 C 2.0147 0.3767 -0.5092  -0.52
8 S 3.6035 0.2978 -1.4088  -0.06
9 H -5.0705 0.6191 1.6260  0.20
10 H -3.9329 1.5703 0.7182  0.20
11 H -3.8966 1.4633 2.5788  0.17
12 H -3.3626 -0.9386 2.1193  0.36
13 H -1.5129 1.1015 1.5425  0.18
14 H -1.1533 -0.4623 2.0390  0.20
15 H -2.0337 -0.7400 -0.6888  0.19
16 H -1.0860 0.6753 -0.6520  0.18
17 H -0.2670 -1.9587 -0.3562  0.36
18 H 1.5382 -1.4545 -1.4761  0.20
19 H 0.5724 -0.1921 -2.0253  0.17
20 H 2.2043 0.0589 0.5155  0.23
21 H 1.6724 1.4077 -0.4785  0.21
22 H 4.4035 0.3382 -0.3389  0.13

Atomic forces in eV per Å
C -0.409 -1.106 0.337
N 0.278 -0.066 -0.332
C -0.112 0.334 0.473
C 0.292 0.583 -0.328
N -0.756 -0.039 -0.933
C 0.635 0.130 -0.636
C 0.111 -0.245 0.395
S -0.061 0.079 -0.156
H -0.089 -0.008 -0.103
H 0.140 0.518 0.270
H 0.247 0.589 -0.333
H -0.074 0.150 0.176
H -0.290 0.120 -0.145
H -0.055 -0.540 -0.088
H 0.054 -0.326 0.285
H 0.236 0.055 0.113
H 0.312 -0.187 0.321
H 0.104 -0.319 0.429
H -0.403 0.197 0.349
H 0.012 0.036 -0.038
H -0.155 0.029 -0.078
H -0.017 0.016 0.022

=====

No. 2
A 4-piece molecular cluster, C3H14N6O4 overall at a distorted geometry, computed with the ωB97M-V functional and the def2-TZVPD basis.

Computed properties:
SMILES ... NC(N)=O.NC(N)=O.NC(N)=O.O
Frontier orbital gap ... 9.9 eV
E_HOMO ... -9.377 eV
Spin multiplicity ... 1

Each line ends with the natural charge from an NBO analysis.
Cartesian coordinates (Å):
1 N -25.0392 -13.3944 -27.7020  -0.84
2 C -24.9932 -14.7301 -27.3839  0.79
3 N -25.5759 -15.0887 -26.1988  -0.85
4 O -24.4422 -15.5638 -28.0871  -0.71
5 H -24.7859 -13.2380 -28.6623  0.41
6 H -25.6501 -12.7818 -27.1957  0.39
7 H -25.3474 -15.9905 -25.8027  0.44
8 H -25.9562 -14.3870 -25.5893  0.38
9 N -23.3275 -18.2417 -28.0719  -0.86
10 C -24.2909 -19.1380 -27.6994  0.77
11 N -25.5148 -18.5708 -27.4634  -0.88
12 O -24.0708 -20.3334 -27.5816  -0.67
13 H -23.5175 -17.2532 -28.1734  0.43
14 H -22.5008 -18.6353 -28.4801  0.40
15 H -26.2940 -19.1548 -27.2315  0.40
16 H -25.5938 -17.5678 -27.4633  0.41
17 N -27.3511 -19.5233 -20.9869  -0.83
18 C -26.7924 -18.6457 -21.8643  0.78
19 N -27.6663 -17.9277 -22.6215  -0.84
20 O -25.5786 -18.4660 -21.9534  -0.68
21 H -26.8190 -20.2748 -20.5910  0.41
22 H -28.3511 -19.6202 -20.9701  0.38
23 H -27.3095 -17.3401 -23.3581  0.42
24 H -28.6341 -18.1691 -22.7487  0.38
25 O -25.7944 -17.7003 -24.7463  -1.01
26 H -25.5037 -17.9037 -23.8364  0.50
27 H -25.4855 -18.4459 -25.2751  0.50

Atomic forces in eV per Å
N 0.254 -0.929 -0.131
C -0.185 -0.057 1.061
N 0.017 0.400 -0.376
O 0.069 0.102 -0.433
H -0.176 0.483 0.041
H -0.031 0.177 -0.267
H -0.136 -0.049 0.147
H 0.074 -0.084 0.091
N -0.006 -0.039 0.060
C 0.487 -0.105 -0.246
N 0.092 0.218 0.149
O -0.253 0.028 -0.084
H -0.094 -0.161 -0.082
H 0.071 -0.015 0.148
H -0.014 -0.076 -0.024
H -0.234 -0.024 -0.210
N -0.617 -0.052 0.077
C 0.607 0.195 -0.205
N -0.790 0.434 -0.093
O -0.280 -0.186 -0.172
H 0.305 0.171 -0.041
H 0.058 -0.096 0.022
H 0.229 -0.210 0.131
H 0.086 -0.258 0.287
O 0.250 0.083 0.303
H 0.201 -0.029 0.019
H 0.013 0.078 -0.172

=====

No. 3
C37H42N4P2Pt as an isolated structure at a distorted geometry, computed with the ωB97M-V functional and the def2-TZVPD basis.

Computed properties:
Frontier orbital gap (alpha / beta) ... 5.6 / 6.4 eV
E_HOMO (alpha / beta) ... -5.763 / -7.863 eV
Spin multiplicity ... 3
⟨S²⟩ ... 2.040

Each line ends with the Mulliken spin population.
Cartesian coordinates (Å):
1 Pt -2.6720 -0.2488 0.4009  1.11
2 C -1.1017 -1.9044 3.0996  0.03
3 C -0.9546 -0.6673 2.5855  0.00
4 C 0.3215 -0.2411 1.9326  0.07
5 C 0.3680 -0.2844 0.4058  0.08
6 C -0.5304 -1.2814 -0.3025  -0.26
7 C -0.4813 -2.6444 -0.0533  0.53
8 C 0.1515 -3.2072 1.1384  0.06
9 C -0.5461 -3.1568 2.5421  0.03
10 C -3.6268 -1.4245 -0.8625  0.14
11 H -1.8257 -2.0573 3.9012  0.00
12 H -1.6077 0.1762 2.8886  -0.01
13 H 1.1732 -0.7734 2.3810  0.01
14 H 0.4802 0.8056 2.2325  -0.02
15 H 0.0960 0.7308 0.0536  0.03
16 H 1.4138 -0.4283 0.0953  -0.03
17 H -0.6408 -0.9979 -1.3624  -0.11
18 H -1.0802 -3.3300 -0.6602  -0.02
19 H 1.1696 -2.8149 1.2450  0.02
20 H 0.2633 -4.2858 0.9455  0.00
21 H -1.3890 -3.8664 2.5674  0.00
22 H 0.2223 -3.5606 3.2268  0.00
23 H -4.3042 -2.0588 -0.2774  0.00
24 H -2.9290 -2.0119 -1.4679  0.00
25 H -4.1785 -0.6664 -1.4343  0.00
26 P 0.9541 0.2074 -2.6624  0.07
27 P 1.5621 2.5549 0.3901  -0.01
28 N 1.9400 -1.1681 -3.2334  0.00
29 N 0.9983 0.9924 -4.2779  -0.02
30 N 3.2269 2.0863 0.8384  0.00
31 N 1.8978 4.2772 0.7005  0.00
32 C 2.3873 1.1568 -2.0014  -0.02
33 C 2.0552 2.5448 -1.4012  0.00
34 C 1.3800 -2.3349 -3.7683  0.00
35 C 2.3970 -3.0970 -4.3522  0.00
36 C 3.6189 -2.3656 -4.1862  0.00
37 C 3.3035 -1.1858 -3.5353  0.00
38 C -0.1768 1.3451 -4.9406  0.00
39 C 0.1381 1.8587 -6.1976  0.00
40 C 1.5718 1.8872 -6.2992  0.00
41 C 2.0717 1.3219 -5.1194  0.00
42 C 3.4706 1.5042 2.0920  0.00
43 C 4.8066 1.1084 2.1555  0.00
44 C 5.4459 1.5631 0.9518  0.00
45 C 4.4469 2.0920 0.1352  0.00
46 C 3.0530 5.0341 0.9824  0.00
47 C 2.7511 6.3917 0.8130  0.00
48 C 1.3714 6.4754 0.3918  0.00
49 C 0.8894 5.1705 0.3099  0.00
50 H 3.0923 1.3606 -2.8280  0.00
51 H 2.9272 0.5215 -1.2756  0.00
52 H 2.9713 3.1572 -1.4315  0.00
53 H 1.2658 3.0883 -1.9477  0.00
54 H 0.3138 -2.4768 -3.6699  0.00
55 H 2.2621 -4.0511 -4.8360  0.00
56 H 4.6095 -2.6675 -4.5179  0.00
57 H 3.9519 -0.3530 -3.2650  0.00
58 H -1.1033 1.1745 -4.4197  0.00
59 H -0.5871 2.1510 -6.9524  0.00
60 H 2.1429 2.2784 -7.1348  0.00
61 H 3.0966 1.1141 -4.8454  0.00
62 H 2.7020 1.5204 2.8562  0.00
63 H 5.2630 0.5535 2.9710  0.00
64 H 6.5102 1.5625 0.7350  0.00
65 H 4.5602 2.4369 -0.8960  0.00
66 H 3.9856 4.5732 1.2624  0.00
67 H 3.4198 7.2247 0.9465  0.00
68 H 0.8109 7.3682 0.1750  0.00
69 H -0.0671 4.7882 0.0055  0.00
70 C -5.2222 -4.3248 4.1120  0.01
71 C -4.3561 -4.4523 3.0108  0.00
72 C -3.9845 -3.3334 2.2606  0.00
73 C -4.4139 -2.0278 2.6021  0.03
74 C -4.0357 -0.7725 1.9747  0.35
75 C -4.5877 0.4376 2.3370  -0.10
76 C -5.5789 0.4914 3.3439  0.02
77 C -5.9311 -0.6670 4.0116  -0.01
78 C -5.3500 -1.9230 3.7094  0.02
79 C -5.7229 -3.0756 4.4363  -0.01
80 H -5.5303 -5.1939 4.6895  0.00
81 H -4.0305 -5.4523 2.7245  0.00
82 H -3.3478 -3.4452 1.3834  -0.01
83 H -4.2358 1.3356 1.8243  0.02
84 H -6.0269 1.4552 3.5937  0.00
85 H -6.6919 -0.6530 4.7941  0.00
86 H -6.4337 -2.9451 5.2535  0.00

Atomic forces in eV per Å
Pt 0.901 -1.457 1.168
C -0.950 1.265 -0.489
C 0.192 0.014 1.246
C 0.518 0.191 -0.237
C 0.014 0.201 -0.240
C 0.081 0.553 -0.916
C -1.452 0.787 0.301
C 0.498 -0.996 0.937
C 0.856 -0.679 0.158
C -0.478 0.060 -0.738
H -0.224 0.015 -0.427
H 0.335 -0.709 0.296
H -0.303 -0.059 -0.262
H 0.017 -0.204 -0.061
H -0.136 -0.712 -0.080
H -0.002 -0.105 0.019
H -0.553 -0.323 0.754
H 0.304 0.310 -0.080
H -0.104 0.069 -0.003
H 0.184 0.242 0.148
H 0.372 0.072 -0.082
H -0.334 -0.074 -0.072
H 0.161 0.121 -0.346
H -0.328 0.166 -0.063
H -0.149 -0.600 -0.364
P 2.110 0.262 -2.998
P 3.290 1.567 -0.082
N 0.003 -0.521 0.020
N -0.463 0.698 -0.346
N 0.157 -0.974 0.900
N -0.661 1.056 -0.604
C 0.340 0.398 0.340
C -0.490 0.088 -0.138
C 1.256 0.047 -0.026
C -0.852 1.084 0.727
C -0.649 0.515 0.248
C 0.073 -0.458 0.070
C 0.979 0.041 -0.694
C -0.014 -0.268 1.062
C -0.373 -0.783 1.321
C -0.885 0.487 -0.624
C 1.227 -0.148 -0.746
C -0.831 0.746 -0.066
C -1.412 0.066 -0.243
C 0.497 -0.161 0.746
C -1.033 0.823 -0.478
C -0.893 -1.667 -0.191
C 0.433 -1.446 0.091
C 1.304 0.873 0.645
H -0.443 -0.253 0.422
H -0.254 0.300 -0.223
H -0.727 -0.001 -0.156
H 0.302 -0.268 -0.083
H 0.090 -0.214 -0.084
H 0.023 0.034 0.036
H -0.322 0.147 0.105
H -0.237 -0.578 -0.053
H -0.218 0.028 -0.234
H 0.262 0.060 0.266
H -0.030 -0.250 0.250
H -0.228 0.050 -0.081
H 0.084 -0.295 -0.242
H -0.077 0.407 -0.125
H -0.357 -0.274 -0.110
H -0.120 -0.057 0.748
H -0.119 -0.131 0.040
H 0.090 -0.073 0.123
H -0.007 0.025 -0.031
H -0.247 0.034 0.030
C -0.300 0.776 0.190
C 0.082 0.607 -0.632
C 0.085 -0.431 0.218
C -0.907 0.988 0.870
C 0.375 -0.178 -0.297
C 0.075 -1.135 0.162
C -0.277 -0.300 0.487
C -0.086 0.880 -0.057
C 0.526 -0.089 -0.961
C 0.123 -0.470 -0.054
H 0.124 0.121 -0.159
H 0.077 0.308 -0.037
H -0.029 -0.039 0.195
H -0.255 0.128 0.221
H -0.006 -0.347 0.040
H 0.218 0.153 -0.146
H 0.174 -0.140 -0.140

=====

No. 4
A single C7H9FO molecule at a distorted geometry, computed with the ωB97M-V functional and the def2-TZVPD basis.

Computed properties:
SMILES ... CC1=C(F)C(=O)[C@@H](C)C1
Frontier orbital gap ... 10.2 eV
E_HOMO ... -9.474 eV
Spin multiplicity ... 1

Each line ends with the natural charge from an NBO analysis.
Cartesian coordinates (Å):
1 C -0.7999 -0.3946 2.4538  -0.66
2 C -0.1901 -0.4186 1.0719  -0.02
3 C 0.2065 -1.4848 0.3952  0.28
4 F 0.1307 -2.7525 0.5741  -0.28
5 C 0.8884 -1.0039 -0.8950  0.51
6 O 1.4600 -1.6889 -1.7263  -0.53
7 C 0.7357 0.4946 -1.0085  -0.32
8 C -0.2017 0.9292 -2.2885  -0.60
9 C 0.0830 0.8193 0.3267  -0.40
10 H -1.8744 -0.9602 2.5150  0.24
11 H -0.8709 0.5981 2.9163  0.23
12 H -0.1231 -0.8031 3.1923  0.23
13 H 1.6684 0.9746 -0.9120  0.23
14 H -1.1081 0.3125 -2.2914  0.22
15 H 0.3064 0.5090 -3.1768  0.23
16 H -0.2755 1.9813 -2.4241  0.22
17 H -0.8448 1.5579 0.3113  0.22
18 H 0.8093 1.3301 0.9659  0.21

Atomic forces in eV per Å
C -1.987 -0.756 0.412
C -1.285 -0.838 1.457
C 1.245 2.517 -3.034
F -0.223 -1.937 1.056
C 0.219 -1.041 -0.945
O -0.613 0.270 1.041
C -3.095 0.211 -0.265
C 2.507 -2.879 0.600
C -1.390 2.635 0.915
H 2.705 1.406 -0.113
H -0.571 0.187 -0.858
H 0.123 -1.035 -0.041
H 1.333 0.469 -1.016
H -0.231 0.772 0.499
H 0.083 0.419 0.275
H -0.481 0.734 0.255
H 1.671 -1.641 -0.169
H -0.009 0.505 -0.067

=====

We obtain E values of -706.5558, -752.3437, -2455.8715, -447.1813 a.u. for the records listed above, in that order.